# 1
Here is C4H7NO in the gas phase from OMol25. Energies are from ωB97M-V/def2-TZVPD.

Output
- net charge = 0
- E_LUMO (eV) = 0.5
- Kohn-Sham gap (Eh) = 0.3055
- highest occupied orbital energy (eV) = -7.831
- multiplicity = 1
- SMILES = C[N@@H+]1C/C1=C\[O-]
- E (Ha) = -286.47636

The geometry in XYZ format:
```
13
Properties=species:S:1:pos:R:3:forces:R:3
C 1.610 -0.375 -0.508 0.0 0.0 0.2
N 0.217 0.126 -0.511 -0.1 0.0 -0.3
C -0.386 1.352 0.176 0.1 0.2 -0.1
C -0.485 0.052 0.793 -0.2 -0.1 0.0
C -1.573 -0.850 0.883 -0.2 0.0 0.1
O -2.622 -0.699 1.492 0.1 -0.1 -0.1
H 1.724 -1.087 -1.337 0.0 0.3 0.2
H 2.369 0.413 -0.553 -0.3 -0.1 -0.1
H 1.658 -0.901 0.445 0.5 0.0 -0.2
H -0.283 -0.084 -1.374 0.0 -0.1 0.2
H -1.258 1.767 -0.350 0.4 -0.1 -0.1
H 0.348 2.109 0.464 -0.1 -0.3 0.1
H -1.317 -1.823 0.380 -0.3 0.1 0.1
```
Positions in Å, forces in eV/Å.



# 2
Here is C4H7NO in the gas phase from OMol25. Energies are from ωB97M-V/def2-TZVPD.

Output
- net charge = 0
- E_LUMO (eV) = 1.0
- Kohn-Sham gap (Eh) = 0.3915
- highest occupied orbital energy (eV) = -9.613
- multiplicity = 1
- SMILES = C[C@H]1COC=N1
- E (Ha) = -286.59432

The geometry in XYZ format:
```
13
Properties=species:S:1:pos:R:3:forces:R:3
C 1.424 0.401 0.763 0.0 0.0 0.0
C 0.189 0.513 -0.116 0.2 0.0 -0.1
C -0.133 -0.763 -0.921 0.2 0.0 0.0
O -1.562 -0.900 -0.797 -0.1 0.0 0.0
C -1.904 -0.040 0.191 0.0 0.2 0.2
N -1.038 0.750 0.666 -0.3 -0.3 -0.2
H 1.475 1.251 1.449 0.0 -0.1 -0.1
H 2.336 0.392 0.156 -0.1 0.0 0.1
H 1.398 -0.517 1.360 0.0 0.1 -0.1
H 0.309 1.374 -0.788 0.0 -0.1 0.1
H 0.330 -1.655 -0.478 0.0 0.1 -0.1
H 0.119 -0.710 -1.982 0.0 0.0 0.1
H -2.944 -0.097 0.498 0.1 0.0 0.0
```
Positions in Å, forces in eV/Å.



# 3
Here is C4H7NO in the gas phase at a distorted geometry from OMol25. Energies are from ωB97M-V/def2-TZVPD.

Output
- net charge = 0
- E_LUMO (eV) = 0.6
- Kohn-Sham gap (Eh) = 0.4437
- highest occupied orbital energy (eV) = -11.438
- multiplicity = 1
- SMILES = CC[C@@H](O)C#N
- E (Ha) = -286.59052

The geometry in XYZ format:
```
13
Properties=species:S:1:pos:R:3:forces:R:3
C 1.548 0.351 -0.346 0.1 0.1 -0.1
C 0.505 0.009 0.714 0.0 0.0 0.0
C -0.826 -0.458 0.117 0.3 0.0 -0.2
O -1.796 -0.435 1.136 -0.2 -0.2 0.0
C -1.229 0.396 -1.031 -0.3 0.6 -0.9
N -1.525 1.030 -1.952 0.2 -0.6 1.0
H 1.249 1.225 -0.939 0.0 -0.2 0.2
H 2.509 0.587 0.121 -0.1 -0.1 0.0
H 1.714 -0.478 -1.044 0.0 0.1 0.1
H 0.302 0.882 1.345 0.0 -0.2 -0.1
H 0.856 -0.798 1.369 -0.1 0.2 -0.1
H -0.701 -1.474 -0.290 0.0 0.2 0.0
H -2.607 -0.837 0.800 0.1 0.1 0.1
```
Positions in Å, forces in eV/Å.



# 4
Here is C4H7NO in the gas phase at a distorted geometry from OMol25. Energies are from ωB97M-V/def2-TZVPD.

Output
- net charge = 0
- E_LUMO (eV) = 0.3
- Kohn-Sham gap (Eh) = 0.3923
- highest occupied orbital energy (eV) = -10.388
- multiplicity = 1
- SMILES = COCCC#N
- E (Ha) = -286.53404

The geometry in XYZ format:
```
13
Properties=species:S:1:pos:R:3:forces:R:3
C -1.481 1.468 0.564 -0.3 0.3 0.0
O -0.497 0.514 0.855 0.0 0.1 0.1
C 0.088 0.003 -0.303 0.1 0.1 -0.1
C 1.181 -0.929 0.150 0.1 0.5 0.3
C 1.774 -1.584 -1.052 -1.3 -2.1 1.2
N 1.580 -2.692 -1.330 1.1 0.0 -1.7
H -1.055 2.314 0.003 -0.1 -0.1 0.1
H -2.298 1.031 -0.031 0.1 0.1 0.1
H -1.875 1.823 1.516 0.0 0.0 -0.1
H -0.650 -0.549 -0.918 0.2 0.1 0.2
H 0.522 0.790 -0.936 -0.1 0.1 0.1
H 0.735 -1.725 0.764 0.3 0.3 -0.2
H 1.975 -0.464 0.718 -0.1 0.5 0.2
```
Positions in Å, forces in eV/Å.



# 5
Here is C4H7NO in the gas phase at a distorted geometry from OMol25. Energies are from ωB97M-V/def2-TZVPD.

Output
- net charge = 0
- E_LUMO (eV) = 0.4
- Kohn-Sham gap (Eh) = 0.3300
- highest occupied orbital energy (eV) = -8.575
- multiplicity = 1
- E (Ha) = -286.47605

The geometry in XYZ format:
```
13
Properties=species:S:1:pos:R:3:forces:R:3
C 0.292 -1.581 -0.395 0.0 0.0 0.2
C 0.908 -0.287 -0.781 -0.2 -0.3 -0.4
C -0.102 0.796 -0.984 -0.1 -0.2 -0.2
N 0.238 1.223 0.377 1.2 -0.1 -0.3
C -0.539 0.867 1.459 -0.1 -0.2 0.1
O -1.651 0.392 1.392 0.5 0.3 0.0
H 0.931 -2.190 0.249 0.0 0.1 -0.1
H 0.248 -2.104 -1.368 0.0 0.1 0.1
H -0.732 -1.548 0.004 0.1 0.0 -0.1
H 1.290 1.216 0.421 -1.2 0.4 0.8
H 0.152 1.575 -1.707 0.0 -0.1 0.1
H -1.160 0.533 -1.018 0.0 0.0 -0.1
H -0.035 1.095 2.413 -0.1 -0.1 0.0
```
Positions in Å, forces in eV/Å.



# 6
Here is C4H7NO in the gas phase at a distorted geometry from OMol25. Energies are from ωB97M-V/def2-TZVPD.

Output
- net charge = 0
- E_LUMO (eV) = 0.8
- Kohn-Sham gap (Eh) = 0.3456
- highest occupied orbital energy (eV) = -8.568
- multiplicity = 1
- SMILES = C[N@@H+]1C/C1=C/[O-]
- E (Ha) = -286.46231

The geometry in XYZ format:
```
13
Properties=species:S:1:pos:R:3:forces:R:3
C -0.977 0.215 -1.518 -0.3 0.1 -0.1
N -0.020 -0.318 -0.570 0.5 1.0 0.0
C -0.488 -0.795 0.740 0.1 -0.2 0.1
C 0.107 0.523 0.932 -0.4 0.0 0.8
C 1.493 0.539 1.379 0.0 0.1 -0.2
O 2.523 0.633 0.720 -0.7 0.0 0.0
H -1.425 -0.636 -2.034 -0.1 0.2 -0.1
H -0.463 0.849 -2.246 -0.1 -0.1 0.2
H -1.741 0.806 -1.009 0.0 0.0 -0.1
H 0.882 0.157 -0.613 0.8 -0.9 -0.4
H -1.581 -0.876 0.752 0.4 0.0 -0.1
H 0.012 -1.715 1.043 -0.1 0.0 0.1
H 1.530 0.540 2.495 0.0 0.0 -0.2
```
Positions in Å, forces in eV/Å.



# 7
Here is C4H7NO in the gas phase at a distorted geometry from OMol25. Energies are from ωB97M-V/def2-TZVPD.

Output
- net charge = 0
- E_LUMO (eV) = 0.8
- Kohn-Sham gap (Eh) = 0.3834
- highest occupied orbital energy (eV) = -9.671
- multiplicity = 1
- SMILES = [H]/N=C/[C@H](C)C=O
- E (Ha) = -286.55260

The geometry in XYZ format:
```
13
Properties=species:S:1:pos:R:3:forces:R:3
H -1.855 2.503 -0.930 1.4 -0.9 0.6
N -1.298 1.619 -1.030 -1.4 0.2 -0.5
C -0.726 1.031 -0.081 1.0 0.7 1.8
C -0.063 -0.324 -0.277 0.5 0.3 -2.2
C -0.179 -1.270 0.892 1.8 0.2 -0.5
C 1.475 -0.003 -0.508 -0.9 0.4 -1.4
O 2.365 -0.634 -0.036 0.4 -0.5 0.6
H -0.450 1.467 0.992 -1.0 -0.6 -1.8
H -0.510 -0.799 -1.296 1.2 1.1 2.2
H -0.024 -0.764 1.835 0.0 0.3 0.3
H 0.669 -1.993 0.793 -1.1 0.1 0.2
H -1.151 -1.663 0.871 -1.1 -1.1 0.2
H 1.747 0.830 -1.224 -0.6 -0.3 0.5
```
Positions in Å, forces in eV/Å.



# 8
Here is 2 unconnected molecules or ions with the total composition C4H7NO at a distorted geometry from OMol25. Energies are from ωB97M-V/def2-TZVPD.

Output
- net charge = +1
- expectation value of S² = 0.7633
- E_LUMO (alpha / beta) (eV) = -4.4 / -8.0
- Kohn-Sham gap (alpha / beta) (Eh) = 0.4015 / 0.2699
- highest occupied orbital energy (alpha / beta) (eV) = -15.369 / -15.370
- multiplicity = 2
- E (Ha) = -286.26021

The geometry in XYZ format:
```
13
Properties=species:S:1:pos:R:3:forces:R:3
C -0.629 -1.819 -0.450 0.1 -1.6 2.2
C -1.504 -0.726 -0.484 1.8 0.5 -0.3
N -0.902 0.282 0.190 -1.2 1.6 0.3
C 0.098 -0.195 1.008 -0.3 -0.3 -2.5
C 0.342 -1.495 0.541 1.3 -2.9 -1.4
H -0.918 -2.808 -0.843 0.8 0.7 0.1
H -2.381 -0.514 -1.040 -0.6 -0.1 -0.5
H -0.937 1.166 -0.329 -0.1 0.3 1.6
H 0.603 0.338 1.767 0.3 0.8 0.4
H 1.288 -2.129 0.752 -2.1 1.1 0.1
H 1.152 2.796 -0.895 -1.0 0.6 -1.6
H 2.289 2.312 -0.189 1.6 -0.6 0.3
O 1.499 2.793 -0.029 -0.6 -0.1 1.3
```
Positions in Å, forces in eV/Å.



# 9
Here is C4H7NO2 in the gas phase at a distorted geometry from OMol25. Energies are from ωB97M-V/def2-TZVPD.

Output
- net charge = 0
- E_LUMO (alpha / beta) (eV) = -1.1 / -0.6
- Kohn-Sham gap (alpha / beta) (Eh) = 0.2921 / 0.3171
- highest occupied orbital energy (alpha / beta) (eV) = -8.999 / -9.207
- multiplicity = 1
- E (Ha) = -361.68051

The geometry in XYZ format:
```
14
Properties=species:S:1:pos:R:3:forces:R:3
O -1.325 1.537 0.186 -0.3 -0.1 -0.4
C -0.193 0.753 0.450 0.4 -0.8 -0.2
C -0.533 -0.564 1.181 -0.4 0.2 0.7
N 0.040 -1.699 0.515 0.0 0.3 -0.7
C 1.470 0.479 -1.493 0.5 1.2 0.5
C 0.370 0.167 -0.828 0.8 -0.9 -0.8
O -0.248 -0.918 -1.260 -1.4 -1.3 2.1
H -1.624 1.227 -0.682 -0.4 0.3 0.2
H 0.468 1.349 1.098 0.1 -0.1 -0.7
H -0.058 -0.460 2.157 0.0 -0.4 0.3
H -1.612 -0.629 1.327 -0.1 0.0 0.0
H -0.518 -2.542 0.766 0.0 0.6 -0.9
H 1.828 -0.013 -2.397 -0.1 0.1 0.5
H 1.934 1.313 -1.021 1.0 0.8 -0.6
```
Positions in Å, forces in eV/Å.



In the order shown, the computed ΔE to the lowest compared entry with this formula, charge and spin values come out to 4.226, 1.016, 1.119, 2.656, 4.234, 4.608, 2.151, 1.231, 5.452 eV.